(1)
Here is C23H39NO2 in the gas phase from the Open Molecules 2025 dataset. Energies are from the ωB97M-V functional and the def2-TZVPD basis.

CARTESIAN COORDINATES (ANGSTROEM)
C 0.3309 2.3660 0.6802
H -1.5080 3.2152 -1.2075
C 3.3139 1.9548 -0.6893
C 4.0618 -2.5558 1.6736
H 1.7305 -3.9517 1.8629
H -3.6730 -3.5312 -0.1905
H -3.7234 -0.2940 1.7847
H 2.0796 1.9637 -2.4796
N 2.7294 3.0365 0.0940
H 1.0338 -3.5097 0.3053
H -0.0587 1.3369 -1.2289
H 3.7791 1.6100 -2.7703
C 2.7935 -2.3636 0.8465
H -2.1005 -3.4305 1.5474
H 3.8108 -2.8784 2.6817
H -4.1598 -0.3298 -2.0937
H -3.1556 -2.6436 -1.6302
H -2.9739 1.6213 -1.9783
H -1.8171 -0.5700 -1.3730
C 2.8495 0.5462 -0.2740
H 1.2091 4.3320 0.4722
H 2.5232 -4.4562 0.3703
C -2.3929 -1.8577 0.1986
C -3.3472 0.4107 -0.2354
H -5.3704 0.3271 -0.9932
C -1.7499 2.4441 -0.4585
H -5.5187 -2.1467 -1.1745
C -1.8201 -2.4361 1.2414
H 2.1884 -1.9779 -1.1758
H -5.1298 -1.6564 0.4738
C -3.0442 1.7646 -0.8970
H 1.0684 3.4617 -1.0574
H 4.3918 2.0260 -0.4907
H 4.7138 -0.5374 -0.2435
H -3.2105 1.3919 1.7000
H 3.0007 2.9530 1.0667
H 3.7834 -2.7100 -1.0253
H -3.8667 2.4552 -0.7042
C -4.7503 -1.6888 -0.5480
C -4.4614 -0.2762 -1.0436
H -4.8402 0.9558 1.2269
C 1.3277 3.3525 -0.0034
H 4.6974 -3.3137 1.2201
C 3.7578 -0.5782 -0.7675
H 0.8882 1.7541 1.3919
C 3.1160 -1.9582 -0.5967
C -3.8036 0.6259 1.2108
C -0.5337 1.5260 -0.2636
H 2.8084 0.5109 0.8173
O -0.5763 3.7285 2.4860
H -1.0556 -1.9662 1.8333
H 1.8455 0.3720 -0.6588
H -0.0458 -0.4601 0.3881
C -2.0805 -0.4731 -0.3098
C 3.0950 2.2117 -2.1794
C 1.9682 -3.6499 0.8454
C -0.9138 0.2024 0.4025
O -1.8919 3.1305 0.7873
C -0.7267 3.1517 1.4469
C -3.4769 -2.5353 -0.5899
H 4.6274 -1.6306 1.7468
H 3.9630 -0.4377 -1.8304
H 2.1895 -1.5782 1.3123
H 3.2820 3.2597 -2.3973
H -1.1804 0.3843 1.4441

SMILES: C=C1CCC[C@]2(C)C[C@H]3OC(=O)[C@H](CN[C@H](C)CCCC(C)C)[C@H]3C[C@@H]12
Gap between HOMO and LUMO in eV: 9.281
Total charge: 0
LUMO energy in eV: 0.6
ΔE to the lowest compared entry with this formula, charge and spin in kJ/mol: 62.8
HOMO energy in eV: -8.682

(2)
Here is a molecular structure, C5H17N2OPt in a non-equilibrium geometry from the Open Molecules 2025 dataset. Energies are from the ωB97M-V functional and the def2-TZVPD basis.

CARTESIAN COORDINATES (ANGSTROEM)
H -2.4392 -0.1086 5.5276
C 0.9583 -0.3204 -2.3214
H 0.9907 0.4222 -3.1227
H -0.0867 -1.6413 -0.1536
O -0.8278 0.4449 1.5851
H -3.1482 1.1655 2.6140
H 0.9800 -1.3455 2.3556
H 1.0587 -1.3128 -2.7447
H 0.5088 2.3619 0.6304
H 1.8121 -0.1712 -1.6507
C -0.0397 -1.5549 2.6910
H -0.7584 -0.7220 5.3800
H 0.5934 2.3467 -1.0068
C -2.4269 1.2933 3.4292
H -1.8261 2.1823 3.2211
N -1.6154 0.1090 3.6269
H -0.4579 -2.3113 2.0082
Pt -0.0266 -0.0511 -0.2161
H -0.1342 -0.2674 -1.9491
C -1.7396 -0.6431 4.8797
H 0.0316 -2.0273 3.6766
C -0.8426 -0.3159 2.6350
H -2.1189 -1.6612 4.6818
N 0.0533 2.0021 -0.2210
H -2.9817 1.4567 4.3583
H -0.8638 2.4542 -0.2747

Gap between HOMO and LUMO (spin up / spin down) in eV: 5.912 / 6.686
Multiplicity: 5
Total charge: +1
LUMO energy (spin up / spin down) in eV: -2.7 / -7.0
ΔE to the lowest compared entry with this formula, charge and spin in kJ/mol: 36.1
HOMO energy (spin up / spin down) in eV: -8.597 / -13.664

(3)
Here is C22H18FN5O2S2 in the gas phase in a non-equilibrium geometry from the Open Molecules 2025 dataset. Energies are from the ωB97M-V functional and the def2-TZVPD basis.

CARTESIAN COORDINATES (ANGSTROEM)
C 0.0546 1.3572 3.1433
N 2.4908 -3.1386 0.8409
H -4.7136 3.5987 -3.5153
C -1.6377 2.5636 -2.3833
H -3.5767 2.2952 -1.5703
H -0.8975 4.0706 -5.3197
N 0.7178 -0.1240 0.0086
S -1.0369 -2.5534 -2.7466
C -0.1022 -4.0625 -2.6363
H -0.2587 -0.8129 6.3278
H -1.4351 2.0414 -0.2843
C -2.3353 2.1488 3.3909
C -0.1867 -0.2034 5.4426
C 1.5587 -1.0901 0.5683
O 2.7981 1.6033 1.8341
C -1.3188 0.4625 4.9410
C -2.6199 0.1977 5.6430
C -0.9297 1.8436 -1.2415
H 0.2198 2.9232 -3.4033
H 0.0594 1.9178 2.2309
C -2.8946 3.8566 -4.5326
H -0.3202 -4.9808 -3.2299
N 2.9459 -2.3819 1.7938
C -3.0371 2.7013 -2.4157
H -3.2652 1.6068 3.3241
H -3.4451 -0.1234 4.9715
C -0.1058 -1.8826 -1.4296
N 1.6079 -2.3858 0.1200
F -3.4838 4.4564 -5.5956
H -2.1132 2.5942 2.3977
C -1.5098 3.6945 -4.5087
C 1.0249 -0.1533 4.7580
C -1.1956 1.2755 3.8197
S 2.6425 0.3736 2.5905
C 2.3605 -1.1134 1.6275
H -2.5196 2.9301 4.1590
H -2.9249 1.1092 6.1561
H 0.0885 2.2235 -1.1313
H 1.8542 -0.7624 5.1084
H 1.4373 -4.8894 -1.3082
C -0.0537 -0.5259 -0.9671
H -2.5322 -0.5999 6.3837
C 0.7713 -4.0796 -1.5811
N -0.8976 0.3997 -1.5842
O 3.7875 0.1844 3.4846
C -3.6584 3.4024 -3.4568
C 1.0989 0.5653 3.5855
H -1.3964 0.1157 -2.4237
C -0.8681 3.0725 -3.4067
C 0.7635 -2.7967 -0.8813

SMILES: Cc1ccc(S(=O)(=O)c2nnn3c2nc(NCc2ccc(F)cc2)c2sccc23)cc1C
Gap between HOMO and LUMO in eV: 8.621
Total charge: 0
LUMO energy in eV: -0.4
HOMO energy in eV: -9.001

(4)
Here is 3 unconnected molecules or ions with the total composition C3H12N4 in a non-equilibrium geometry from the Open Molecules 2025 dataset. Energies are from the ωB97M-V functional and the def2-TZVPD basis.

CARTESIAN COORDINATES (ANGSTROEM)
N -4.9750 -0.8021 0.3374
H -9.3974 2.0338 0.0075
N -9.2604 1.1630 -0.5269
N -7.1853 0.1783 0.0211
H 12.8984 1.0074 -1.1356
C -4.3159 -2.0899 0.1676
H -3.2302 -1.8963 0.5182
H -4.8359 -2.7722 0.9068
H -3.3280 0.4956 0.7713
H -4.4212 -2.3934 -0.9081
H 11.5927 1.5511 0.0036
H -4.9730 1.2106 0.6616
N 12.2040 0.6981 -0.3331
H 12.7856 0.2831 0.4212
H 11.6138 -0.0479 -0.6403
H -10.1447 0.9800 -1.0103
C -8.2562 0.4211 -0.2895
H -6.0555 -0.7738 0.1505
C -4.3953 0.3253 0.4740

Gap between HOMO and LUMO in eV: 9.465
Total charge: +2
LUMO energy in eV: -5.7
ΔE to the lowest compared entry with this formula, charge and spin in kJ/mol: 49.3
HOMO energy in eV: -15.200

(5)
Here is 11 unconnected molecules or ions with the total composition H22O11 in a non-equilibrium geometry from the Open Molecules 2025 dataset. Energies are from the ωB97M-V functional and the def2-TZVPD basis.

CARTESIAN COORDINATES (ANGSTROEM)
H 0.0763 0.0579 0.1246
H 1.1119 -3.7558 0.3772
O 0.7298 -1.2061 2.2132
H -1.8164 -0.4716 1.8176
O -0.8127 -2.1584 -1.0181
H 0.6695 -2.4068 -0.1591
O -1.7971 3.9421 0.2165
O 1.8326 -0.1307 -0.3224
H 1.9504 0.7464 -0.0911
H 0.3631 1.1024 -2.7960
H -1.9998 -1.1417 3.1820
O -0.7851 2.2373 -1.7025
H -0.1516 0.8144 3.3695
H -1.2561 -2.6333 -0.2891
O -0.4738 1.4840 2.7390
H -0.1959 1.1188 1.8848
H -1.6024 4.6376 0.8173
H -2.3096 3.2803 0.6121
H 2.1225 -0.9769 -1.7781
H -1.1807 2.6725 -2.4424
H 3.4043 -1.4605 -2.4435
H -0.8696 1.1766 -0.3506
H -1.1014 -1.2534 -0.8940
H -0.7511 2.7943 -0.8854
H 1.5359 -1.7641 2.1653
O 0.5150 0.7502 -3.7157
O -0.7768 0.4394 0.2556
O 2.4335 -1.5564 -2.4692
H 1.7779 -0.6497 0.4840
O 1.4471 -2.8865 0.1063
H 0.2842 -0.1701 -3.6710
H 0.0993 -1.9092 2.1882
O -2.4728 -0.7231 2.4751

SMILES: O.O.O.O.O.O.O.O.O.O.O
Gap between HOMO and LUMO in eV: 10.003
Total charge: 0
LUMO energy in eV: -0.1
ΔE to the lowest compared entry with this formula, charge and spin in kJ/mol: 192.6
HOMO energy in eV: -10.136

(6)
Here is a gas-phase ion, C6H15N2 (charge +1) in a non-equilibrium geometry from the Open Molecules 2025 dataset. Energies are from the ωB97M-V functional and the def2-TZVPD basis.

CARTESIAN COORDINATES (ANGSTROEM)
H -2.4703 -0.1176 0.5216
H -1.4870 -1.4132 -1.5077
H 1.9636 0.2104 1.5848
H -1.2627 0.4554 1.7317
H -2.1187 1.6671 -0.9195
H -0.7036 -0.0725 -2.0086
H 2.3505 0.9412 -1.3748
C 0.0438 -1.5868 0.9438
H 0.0005 1.3431 -0.2523
H 0.2720 -1.6132 -1.6434
C 1.8610 0.8791 0.7191
N -1.5539 1.6061 -0.1473
H 1.8840 1.9098 1.0382
C -0.3838 -0.4816 0.0143
H 0.7856 -1.2846 1.7610
C -0.5460 -0.9339 -1.3589
H 2.1303 -0.7162 -0.9143
C -1.4897 0.3205 0.6246
N 0.7280 0.6258 -0.1167
H -0.8415 -2.0105 1.2500
H -1.8377 2.3575 0.3934
H 0.6215 -2.3712 0.2580
C 2.0538 0.2855 -0.5970

SMILES: CC(C)(CN)[NH+]1CC1
Gap between HOMO and LUMO in eV: 11.986
Total charge: +1
LUMO energy in eV: -2.5
ΔE to the lowest compared entry with this formula, charge and spin in kJ/mol: 296.1
HOMO energy in eV: -14.510

Q: Which formula does entry 3 have?
A: C22H18FN5O2S2